C40H37AsN4OPdS3 as an isolated structure at a distorted geometry. Source: the OMol25 dataset; level of theory: ωB97M-V with the def2-TZVPD basis set.

Its LUMO energy (alpha / beta) is -0.2082 / -0.2994 Eh. The expectation value of S² is 6.0708. The value obtained for the energy relative to the best compared isomer or geometry (same formula, charge and spin) is 17.2 kcal/mol. The total energy is -146895.99016 eV. Its HOMO-LUMO gap (alpha / beta) is 7.534 / 5.298 eV. Its largest force on an atom is 3.335 eV/A.

The geometry in ORCA input format:
```
! wB97M-V def2-TZVPD RIJCOSX def2/J DEFGRID3
* xyz 2 5
Pd 0.395 -0.120 0.035
C -2.365 5.281 -1.936
C -1.083 5.004 -1.161
N -1.360 4.150 -0.024
C -1.008 2.883 0.149
S -0.020 2.101 -1.055
N -1.446 2.272 1.225
N -1.110 1.031 1.484
C -1.379 0.472 2.623
C -2.022 1.204 3.755
C -1.004 -0.933 2.766
C -1.003 -1.589 4.000
C -0.617 -2.917 4.057
C -0.259 -3.565 2.886
C -0.276 -2.845 1.702
N -0.632 -1.575 1.645
H -2.192 6.026 -2.708
H -3.130 5.666 -1.263
H -2.727 4.366 -2.397
H -0.662 5.939 -0.783
H -0.343 4.513 -1.796
H -2.001 4.533 0.662
H -2.337 2.193 3.430
H -1.327 1.311 4.588
H -2.886 0.647 4.114
H -1.286 -1.067 4.899
H -0.598 -3.436 5.002
H 0.044 -4.597 2.894
H 0.016 -3.306 0.761
S 2.163 -0.258 -1.877
C 1.755 -1.477 -3.028
C 2.717 -1.800 -3.998
C 2.491 -2.839 -4.873
C 1.300 -3.554 -4.817
C 0.318 -3.205 -3.896
C 0.523 -2.164 -3.001
As -0.829 -1.618 -1.695
C -2.155 -3.063 -1.982
C -1.869 -4.341 -1.504
C -2.669 -5.415 -1.856
C -3.767 -5.217 -2.679
C -4.062 -3.948 -3.150
C -3.271 -2.866 -2.794
C -1.774 -0.128 -2.523
C -1.497 0.391 -3.780
C -2.271 1.431 -4.270
C -3.302 1.954 -3.508
C -3.554 1.461 -2.235
C -2.791 0.421 -1.743
H 3.637 -1.237 -4.030
H 3.243 -3.097 -5.602
H 1.129 -4.381 -5.490
H -0.616 -3.752 -3.877
H -1.001 -4.497 -0.874
H -2.430 -6.407 -1.501
H -4.392 -6.052 -2.951
H -4.904 -3.799 -3.810
H -3.512 -1.878 -3.166
H -0.683 -0.011 -4.374
H -2.073 1.823 -5.256
H -3.913 2.750 -3.903
H -4.345 1.886 -1.636
H -2.969 0.016 -0.746
O 2.102 -0.898 1.369
S 1.850 0.005 2.545
C 3.345 -0.073 3.547
C 4.573 -0.345 2.978
C 5.681 -0.442 3.804
C 5.544 -0.273 5.174
C 4.303 -0.004 5.728
C 3.190 0.095 4.912
C 2.098 1.658 1.852
C 2.854 1.811 0.699
C 3.031 3.081 0.170
C 2.425 4.172 0.774
C 1.668 4.006 1.926
C 1.518 2.748 2.484
H 4.652 -0.494 1.913
H 6.645 -0.661 3.376
H 6.406 -0.362 5.816
H 4.191 0.114 6.794
H 2.210 0.295 5.320
H 3.334 0.950 0.248
H 3.643 3.211 -0.709
H 2.556 5.157 0.352
H 1.196 4.857 2.392
H 0.970 2.611 3.405
*
```

Atomic partial charges in e from the Löwdin method, atoms 1 to 8: atom 1 (Pd): 0.49, atom 2 (C): -0.05, atom 3 (C): -0.24, atom 4 (N): 0.02, atom 5 (C): -0.69, atom 6 (S): 0.80, atom 7 (N): 0.08, atom 8 (N): 0.00